(1)
The following is a quantum chemistry calculation of 3 unconnected molecules or ions with the total composition C18H45N8O2P2 in a non-equilibrium geometry, from the Open Molecules 2025 dataset.

Positions of all 75 atoms, in Å:
C 1.973 3.212 -0.568
C 1.027 2.631 -1.758
C -0.424 3.220 -1.469
C -1.596 2.347 -0.873
C -2.859 3.221 -0.654
N -3.116 4.565 -0.908
N -2.122 5.272 -1.424
C -0.871 4.671 -1.675
H 1.532 2.952 0.464
H 2.111 4.342 -0.642
H 3.015 2.745 -0.589
H 1.443 2.987 -2.767
H 1.066 1.497 -1.651
H -1.480 1.245 -0.643
H -3.744 2.654 -0.184
H -2.263 6.286 -1.600
H -0.071 5.374 -2.108
O -4.325 0.090 0.639
P -5.006 -1.046 1.426
N -6.571 -0.566 0.899
C -7.786 -0.409 1.676
C -6.851 -0.736 -0.527
N -4.675 -0.334 2.961
C -5.666 0.056 3.949
C -3.537 0.578 3.055
N -5.707 -2.420 2.304
C -4.685 -3.153 3.099
C -6.314 -3.452 1.433
H -8.092 -1.322 2.196
H -8.636 -0.112 1.055
H -7.693 0.396 2.404
H -7.089 -1.776 -0.775
H -5.991 -0.444 -1.136
H -7.680 -0.107 -0.861
H -6.099 1.032 3.715
H -5.211 0.126 4.942
H -6.464 -0.679 4.055
H -3.787 1.574 2.668
H -2.679 0.185 2.503
H -3.200 0.688 4.092
H -3.887 -3.538 2.456
H -5.140 -3.990 3.634
H -4.227 -2.529 3.866
H -5.623 -3.765 0.644
H -7.236 -3.104 0.969
H -6.603 -4.334 2.011
O 4.024 0.402 -1.160
P 5.019 -0.721 -1.510
N 5.625 -0.781 0.098
C 7.003 -0.824 0.551
C 4.697 -1.264 1.118
N 6.020 0.309 -2.464
C 7.427 0.583 -2.227
C 5.406 1.497 -3.054
N 6.088 -2.059 -1.979
C 6.023 -2.339 -3.438
C 5.760 -3.351 -1.335
H 7.562 -1.682 0.164
H 7.074 -0.880 1.641
H 7.536 0.089 0.295
H 4.615 -2.357 1.111
H 3.692 -0.861 0.962
H 4.990 -0.950 2.124
H 7.560 1.350 -1.459
H 7.907 0.945 -3.142
H 7.987 -0.310 -1.948
H 5.305 2.305 -2.319
H 4.420 1.260 -3.462
H 5.996 1.872 -3.897
H 5.005 -2.600 -3.745
H 6.692 -3.162 -3.703
H 6.348 -1.491 -4.040
H 4.701 -3.598 -1.451
H 6.002 -3.351 -0.272
H 6.355 -4.164 -1.760

Computed properties:
Multiplicity: 1
Frontier orbital gap in eV: 5.183
Max |F| in eV/A: 8.74
Charge: +1
Electronic energy in hartree: -1983.5491

(2)
The following is a quantum chemistry calculation of 3 unconnected molecules or ions with the total composition C18H46ClN3O5PS, from the Open Molecules 2025 dataset.

Positions of all 75 atoms, in Å:
C 6.375 -2.822 -2.234
C 7.015 -1.440 -2.440
C 6.511 -0.669 -3.663
C 5.276 0.207 -3.457
N 3.979 -0.434 -3.829
S 3.272 -1.365 -2.636
C 2.358 -2.643 -3.540
C 2.582 -4.009 -2.903
P 1.690 0.076 -1.837
O 0.386 -0.870 -1.898
Cl 2.200 -0.188 0.093
H 5.452 -2.933 -2.808
H 6.142 -3.020 -1.188
H 7.043 -3.617 -2.567
H 8.092 -1.572 -2.548
H 6.886 -0.815 -1.552
H 7.299 0.012 -3.994
H 6.332 -1.349 -4.500
H 5.236 0.595 -2.434
H 5.337 1.073 -4.117
H 3.325 0.252 -4.192
H 1.301 -2.378 -3.548
H 2.744 -2.576 -4.557
H 3.583 -4.386 -3.101
H 1.859 -4.712 -3.316
H 2.429 -3.980 -1.823
H -0.277 -0.554 -2.527
C -0.965 -1.160 1.417
O -2.135 -1.924 1.577
C -1.922 -3.265 2.010
C -2.394 -3.467 3.433
N -1.562 -2.727 4.366
C -2.025 -2.722 5.749
C -3.390 -2.112 6.049
O -3.453 -0.710 5.861
C -3.739 -0.280 4.548
H -1.254 -0.229 0.929
H -0.484 -0.917 2.372
H -0.235 -1.680 0.788
H -0.861 -3.522 1.926
H -2.491 -3.920 1.346
H -2.328 -4.534 3.667
H -3.457 -3.191 3.478
H -1.470 -1.773 4.046
H -1.284 -2.180 6.341
H -2.027 -3.754 6.115
H -3.596 -2.281 7.108
H -4.193 -2.599 5.482
H -4.427 -0.964 4.041
H -2.840 -0.180 3.930
H -4.211 0.699 4.621
C -3.215 4.493 2.123
O -3.705 3.616 1.129
C -4.442 4.246 0.087
C -3.700 4.145 -1.228
N -2.480 4.935 -1.201
C -1.582 4.747 -2.327
C -1.013 3.352 -2.570
O -0.095 2.905 -1.576
C -0.693 2.382 -0.402
H -2.837 3.876 2.937
H -2.403 5.133 1.758
H -4.007 5.139 2.512
H -4.639 5.292 0.338
H -5.400 3.730 -0.007
H -4.346 4.515 -2.031
H -3.524 3.076 -1.420
H -1.988 4.764 -0.335
H -0.740 5.432 -2.203
H -2.104 5.051 -3.240
H -0.444 3.385 -3.502
H -1.808 2.606 -2.694
H -1.624 1.851 -0.624
H -0.912 3.151 0.341
H 0.016 1.685 0.050

Computed properties:
Multiplicity: 1
Energy above the lowest of the compared OMol25 structures with the same formula, charge and spin in eV: 0.000
Frontier orbital gap in eV: 6.649
Max |F| in eV/A: 0.22
Charge: +1
Electronic energy in hartree: -2453.3013

(3)
The following is a quantum chemistry calculation of 6 unconnected molecules or ions with the total composition C18H46N2O6 in a non-equilibrium geometry, from the Open Molecules 2025 dataset.

Positions of all 72 atoms, in Å:
C -2.209 0.637 -3.564
C -3.386 0.932 -2.550
C -4.216 2.112 -3.179
C -4.389 -0.267 -2.596
C -5.399 -0.221 -1.391
C -4.667 0.020 -0.037
C -3.788 1.310 -0.034
C -4.618 2.552 0.175
C -2.912 1.097 1.237
N -2.878 1.239 -1.169
O -1.806 2.137 -1.178
H -1.453 0.004 -3.099
H -2.472 0.197 -4.526
H -1.714 1.598 -3.706
H -5.040 2.331 -2.500
H -3.671 3.053 -3.262
H -4.605 1.844 -4.162
H -4.896 -0.381 -3.554
H -3.662 -1.039 -2.344
H -6.143 0.576 -1.407
H -5.997 -1.125 -1.271
H -4.071 -0.847 0.246
H -5.452 0.083 0.717
H -3.938 3.374 -0.050
H -5.104 2.701 1.139
H -5.518 2.620 -0.436
H -2.247 1.953 1.354
H -2.309 0.194 1.138
H -3.521 1.016 2.138
H -1.168 1.461 -0.940
C 5.779 -3.123 1.005
C 4.537 -2.170 0.847
C 4.877 -1.050 -0.160
C 3.436 -3.082 0.261
C 2.100 -2.331 0.209
C 1.781 -1.904 1.607
C 2.811 -1.015 2.318
C 2.692 0.420 1.851
C 2.420 -0.926 3.844
N 4.115 -1.698 2.220
O 5.160 -1.124 3.010
H 5.848 -3.814 0.165
H 5.605 -3.735 1.890
H 6.733 -2.603 1.095
H 4.046 -0.378 -0.376
H 5.185 -1.520 -1.094
H 5.802 -0.605 0.205
H 3.791 -3.366 -0.730
H 3.368 -4.008 0.832
H 1.305 -2.982 -0.154
H 2.150 -1.553 -0.553
H 1.640 -2.824 2.176
H 0.813 -1.413 1.706
H 1.826 0.941 2.260
H 3.552 1.039 2.108
H 2.563 0.487 0.771
H 2.721 -1.744 4.498
H 2.960 -0.095 4.298
H 1.396 -0.656 4.101
H 5.218 -1.761 3.726
O 0.247 0.656 -0.638
H 0.880 0.096 -0.188
H 0.227 1.461 -0.119
O 3.220 3.403 -1.192
H 2.388 3.004 -1.446
H 3.217 3.376 -0.235
O 0.799 3.070 0.467
H -0.011 3.537 0.670
H 1.466 3.503 0.998
O -1.821 -1.698 -0.783
H -1.589 -0.811 -1.058
H -2.001 -2.164 -1.600

Computed properties:
Multiplicity: 1
Energy above the lowest of the compared OMol25 structures with the same formula, charge and spin in eV: 1.540
Frontier orbital gap in eV: 8.342
Structure (SMILES): CC1(C)CCCC(C)(C)N1O.CC1(C)CCCC(C)(C)N1O.O.O.O.O
Max |F| in eV/A: 3.09
Electronic energy in hartree: -1274.2479

(4)
The following is a quantum chemistry calculation of 6 unconnected molecules or ions with the total composition C18H46N2O6 in a non-equilibrium geometry, from the Open Molecules 2025 dataset.

Positions of all 72 atoms, in Å:
C -1.853 -0.517 -2.513
C -1.177 -1.823 -2.526
C -2.353 -2.900 -2.684
C -0.308 -1.851 -3.853
C 0.571 -3.047 -3.841
C 1.346 -3.158 -2.545
C 0.505 -3.111 -1.245
C -0.147 -4.441 -0.908
C 1.477 -2.697 -0.092
N -0.462 -1.992 -1.253
O -1.432 -2.029 -0.203
H -2.590 -0.459 -3.416
H -2.561 -0.352 -1.677
H -1.171 0.383 -2.586
H -2.282 -3.371 -3.685
H -2.263 -3.698 -1.996
H -3.370 -2.456 -2.693
H -1.113 -1.881 -4.588
H 0.332 -0.976 -4.039
H 0.020 -4.042 -3.933
H 1.359 -3.094 -4.641
H 2.024 -2.284 -2.474
H 1.930 -4.029 -2.365
H -0.952 -4.339 -0.188
H 0.567 -4.985 -0.304
H -0.392 -5.003 -1.822
H 2.000 -1.840 -0.432
H 2.301 -3.396 0.049
H 0.969 -2.459 0.817
H -1.099 -1.323 0.383
C -2.041 1.067 2.985
C -1.009 2.065 2.344
C -1.660 2.780 1.063
C -0.581 3.263 3.282
C 0.364 2.686 4.379
C 1.602 1.962 3.773
C 1.244 0.857 2.732
C 2.515 0.457 1.986
C 0.772 -0.374 3.497
N 0.267 1.407 1.778
O -0.342 0.345 0.900
H -2.325 0.320 2.189
H -1.677 0.659 3.893
H -2.944 1.634 3.222
H -2.020 1.998 0.391
H -2.404 3.557 1.389
H -0.796 3.237 0.568
H -0.072 4.056 2.724
H -1.500 3.668 3.623
H 0.700 3.592 4.910
H -0.239 2.049 5.034
H 2.249 1.543 4.559
H 2.223 2.761 3.242
H 2.404 -0.599 1.673
H 3.380 0.564 2.658
H 2.688 0.999 1.044
H 0.562 -1.216 2.830
H -0.118 -0.153 4.049
H 1.587 -0.701 4.106
H 0.111 0.430 0.016
O 0.460 2.582 -3.276
H -0.021 2.143 -3.954
H -0.221 3.118 -2.824
O -0.593 4.748 -2.011
H -1.346 4.434 -1.465
H 0.204 4.567 -1.435
O 1.344 3.181 -0.003
H 2.140 2.835 -0.402
H 1.017 2.522 0.691
O 1.633 0.720 -1.324
H 1.116 -0.051 -1.657
H 1.454 1.460 -1.926

Computed properties:
Multiplicity: 1
Energy above the lowest of the compared OMol25 structures with the same formula, charge and spin in eV: 0.736
Frontier orbital gap in eV: 9.307
Structure (SMILES): CC1(C)CCCC(C)(C)N1O.CC1(C)CCCC(C)(C)N1O.O.O.O.O
Max |F| in eV/A: 3.94
Electronic energy in hartree: -1274.2775